A) 19
Properties=species:S:1:pos:R:3 method="wB97M-V/def2-TZVPD" multiplicity=1 smiles="C=CCCCO.O" total_charge=0 homo_lumo_gap_ha=0.372 homo_energy_ev=-9.3
C 1.287 -1.329 -0.401
C 0.771 -0.526 -1.398
C 0.796 0.986 -1.220
C -0.311 1.578 -2.015
C -1.707 1.358 -1.413
O -1.506 1.719 -0.013
H 1.370 -2.475 -0.480
H 1.658 -0.744 0.559
H 0.541 -0.900 -2.379
H 1.872 1.350 -1.499
H 0.463 1.043 -0.141
H -0.259 2.728 -2.168
H -0.340 1.134 -3.062
H -1.753 0.333 -1.291
H -2.555 1.978 -1.857
H -2.275 2.048 0.405
O 0.961 -3.694 6.052
H 0.940 -3.001 6.762
H 0.047 -3.585 5.558

B) 19
Properties=species:S:1:pos:R:3 method="wB97M-V/def2-TZVPD" multiplicity=1 smiles=CO[C@@H](C)CCO total_charge=0 homo_lumo_gap_ha=0.384 homo_energy_ev=-9.5
C -1.971 -0.356 1.364
O -0.527 -0.568 0.731
C -0.184 0.425 -0.229
C -0.323 1.881 0.236
C 1.236 0.112 -0.685
C 1.433 -1.347 -1.099
O 1.517 -2.233 -0.007
H -2.627 0.113 0.600
H -1.042 0.077 1.911
H -2.378 -1.371 1.513
H -0.888 0.243 -1.050
H 0.393 2.118 1.033
H -1.331 2.101 0.599
H -0.116 2.552 -0.608
H 1.949 0.347 0.117
H 1.466 0.772 -1.532
H 0.626 -1.637 -1.796
H 2.378 -1.444 -1.643
H 0.731 -2.065 0.535

C) 19
Properties=species:S:1:pos:R:3 method="wB97M-V/def2-TZVPD" multiplicity=1 smiles="C=C/C=C/C.O.O" total_charge=0 homo_lumo_gap_ha=0.323 homo_energy_ev=-8.2
C 0.863 -2.182 1.046
C 0.046 -2.439 0.033
C -0.047 -1.743 -1.243
C 0.363 -0.523 -1.605
C -0.363 0.212 -2.700
H 1.100 -2.848 1.875
H 1.418 -1.283 1.313
H -0.668 -3.246 0.170
H -0.446 -2.342 -2.062
H 0.894 0.074 -0.877
H 0.208 0.266 -3.635
H -1.280 -0.292 -3.002
H -0.616 1.231 -2.466
O 0.197 3.554 1.463
H -0.239 4.386 1.684
H 0.886 3.481 2.135
O -0.581 0.997 2.881
H -0.237 1.639 2.257
H -1.497 1.058 2.734

Sorted by energy, starting with the most stable: C), A), B).